# C66H181N11O26

A 19-piece molecular cluster, C66H181N11O26 overall (ωB97M-V with the def2-TZVPD basis set, the Open Molecules 2025 dataset).

```
284
Properties=species:S:1:pos:R:3:lowdin_charge:R:1
O 6.79 0.08 -0.89 -0.13
C 3.22 1.17 3.28 -0.07
H -0.85 2.80 2.47 0.11
O 2.87 -0.89 -3.35 -0.13
H -13.37 0.01 -3.18 0.08
O -3.81 -5.03 -8.27 -0.18
H 0.94 2.35 -1.30 0.13
H 8.39 2.94 4.58 0.13
H 2.49 2.16 -3.93 0.09
H -11.89 1.06 -3.09 0.09
H 7.35 3.27 3.09 0.11
H -1.07 0.25 -10.43 0.10
H -1.19 1.10 -8.97 0.12
C 7.15 4.66 4.63 -0.19
O 6.00 0.39 8.73 -0.19
O -3.54 5.04 3.77 -0.20
H 7.58 5.22 -3.91 0.08
C -3.88 -2.59 2.23 -0.08
H 3.26 0.08 3.28 0.09
H -1.24 -4.62 -2.26 0.04
H 6.09 4.88 4.58 0.10
O 1.46 -4.99 0.45 -0.14
H 0.41 -5.34 3.48 0.08
H 7.72 -0.03 -1.07 0.10
H 7.73 0.63 4.81 0.09
O -3.19 1.83 -10.91 -0.19
H -4.54 -6.84 -8.92 0.09
H -4.97 -2.97 -1.74 0.08
H 3.07 -2.67 -2.18 0.06
H 4.50 1.04 6.06 0.06
H -4.81 -4.79 -5.83 0.13
C -1.16 5.08 -3.02 -0.10
H 2.40 1.53 3.89 0.09
C -2.90 1.47 -12.27 -0.11
O 5.89 7.49 4.79 -0.22
N 0.85 0.72 -2.41 0.05
H -1.65 2.46 -0.25 0.11
H 0.78 1.40 7.21 0.07
C 6.24 1.58 8.02 -0.20
H -0.32 -2.10 -4.76 0.07
H 6.03 5.38 0.37 0.09
N -9.51 -1.47 -0.28 -0.05
H 1.05 -2.33 1.08 0.10
O -4.32 -6.00 -0.31 -0.20
H 5.91 -0.85 -2.50 0.08
H 3.89 8.05 4.83 0.09
C -4.88 -5.98 -8.35 -0.09
C -7.27 -2.28 0.51 -0.15
H -11.55 0.29 -0.74 0.12
N -0.90 -6.76 1.04 0.06
H -0.09 -5.87 -2.08 0.07
H -5.04 -3.41 -7.80 0.12
H -0.93 -1.45 4.76 0.11
N -0.19 0.88 2.33 -0.09
H 0.27 -0.71 -8.21 0.11
C -3.14 -5.91 0.52 -0.16
H -2.02 4.84 -2.39 0.08
C 1.37 -1.26 5.69 -0.06
H 4.96 3.14 2.00 0.10
H 8.02 0.08 9.24 0.09
C -2.02 -1.69 -2.24 -0.07
H -4.93 -3.40 -0.05 0.06
C 7.37 6.23 6.49 -0.19
C -0.37 -0.89 4.02 -0.19
H -9.48 -0.61 0.25 0.10
H 3.16 2.14 -2.29 0.05
H -3.25 -3.00 3.02 0.08
O -4.18 -1.19 2.49 -0.22
C 7.20 3.95 -1.46 -0.22
C -0.40 -1.44 -8.67 -0.23
C -2.10 -7.01 0.24 -0.38
H -3.73 -0.07 -10.37 0.11
H 1.70 -2.18 5.21 0.08
H -1.87 -9.24 0.18 0.07
H -0.45 1.37 5.97 0.06
C -0.39 -4.61 3.61 -0.17
H -2.53 1.35 -4.68 0.08
H -5.23 -2.46 -5.47 0.08
O 0.79 -0.43 4.66 -0.23
H -2.74 -1.09 -1.67 0.07
H -2.20 -0.64 -7.96 0.07
C 2.67 -5.65 0.28 -0.17
C -4.71 5.71 4.32 -0.10
H 6.56 2.51 -0.08 0.10
C -5.23 -2.62 -0.75 -0.13
H -1.95 -1.45 -3.30 0.06
H 6.31 -3.16 -0.22 0.08
H 7.36 3.29 -2.32 0.11
H 5.02 6.92 2.05 0.07
C -8.82 -2.50 0.52 -0.19
O -11.60 -0.90 -2.51 -0.19
H -3.04 2.31 -12.94 0.08
H -1.96 -3.95 -6.08 0.04
H -0.56 -4.10 2.67 0.07
H -2.75 -8.61 1.60 0.07
C -3.12 0.76 -9.99 -0.20
H 2.25 -0.69 6.01 0.07
H -4.73 -3.26 2.13 0.08
O -2.92 1.80 1.13 -0.21
H -3.77 1.06 2.90 0.04
N 6.17 4.45 0.72 -0.04
H -3.83 -6.77 -2.21 0.09
O -6.63 -2.53 -0.79 -0.17
H -9.05 -3.52 0.18 0.12
C -0.57 -1.99 -0.35 -0.20
H -11.04 -2.78 -0.92 0.12
H -1.11 -6.65 2.03 0.05
H -4.17 -2.99 -4.09 0.06
H 5.92 7.81 6.86 0.11
H 0.78 0.78 2.60 0.07
H -1.04 2.34 -2.71 0.11
C -1.67 0.29 -9.52 -0.21
H 4.03 8.05 1.19 0.09
H 0.88 0.09 0.83 0.06
H -1.37 -5.47 -4.55 0.01
H 0.25 -4.52 -3.24 0.07
C -0.50 -5.19 -2.83 -0.17
O -0.04 4.27 -2.72 -0.17
C 6.21 3.49 -0.41 -0.19
N -2.65 -4.56 -5.68 0.06
H -3.38 -5.91 1.58 0.12
C -1.59 1.81 0.62 -0.18
C -5.46 0.46 3.69 -0.19
H -1.21 -1.54 0.40 0.10
H 0.38 2.59 1.30 0.12
C -4.01 -4.08 -6.06 -0.39
H -0.06 -1.62 -9.68 0.12
C 0.14 -1.98 -5.74 -0.04
H 0.23 3.32 7.97 0.07
H 4.53 0.75 1.10 0.12
H 2.07 -0.43 -3.08 -0.01
H -0.77 -3.50 -8.56 0.13
O -0.73 -1.51 -1.64 -0.21
H 0.84 2.58 5.99 0.07
C -2.13 0.68 -5.43 -0.15
H 0.01 2.75 -4.09 0.12
H 3.11 1.87 6.52 0.06
N 7.43 4.83 6.07 -0.08
H 2.98 -2.96 -3.91 0.07
C -3.94 1.26 0.22 -0.05
H -1.42 4.99 -4.07 0.09
H 5.20 3.36 -0.79 0.10
H -3.76 0.90 -6.34 0.10
H 3.47 -4.99 0.62 0.06
H -1.30 0.89 0.13 0.10
O 6.60 5.10 -2.03 -0.19
H -3.69 1.12 -9.13 0.10
C -4.98 -1.01 3.63 -0.23
H -5.15 -6.34 -7.36 0.08
C 7.42 3.23 4.18 -0.18
H -3.48 3.67 5.28 0.11
H -0.49 -7.68 0.98 0.08
H 1.61 -2.56 -3.05 0.05
H -9.13 -2.50 1.57 0.11
H -3.57 0.71 -12.65 0.08
N -4.25 1.33 3.75 -0.03
H 2.76 -6.59 0.81 0.08
H -2.60 -5.47 -6.12 0.08
H 6.75 4.36 6.66 0.04
H -6.86 -3.02 1.20 0.10
H -6.16 0.57 2.86 0.10
H 3.28 6.86 2.31 0.09
H 0.71 -1.50 6.52 0.09
H 8.43 6.02 -2.60 0.08
H -4.13 1.86 -0.67 0.09
H -6.97 -1.29 0.84 0.11
H 1.25 0.30 -1.58 0.04
H 6.79 0.72 3.31 0.09
H 6.88 2.19 8.64 0.13
H 2.88 -1.11 1.51 0.11
H -12.08 -0.14 -4.32 0.09
H 5.21 6.32 6.38 0.10
H -5.05 5.28 5.25 0.08
H -1.29 1.20 3.98 0.09
H -5.18 -5.62 -2.01 0.10
H -3.40 -3.03 -7.82 0.11
C 7.44 5.76 -2.97 -0.11
H -4.32 6.70 4.55 0.08
H 4.68 8.78 3.50 0.07
H 3.34 -0.94 -0.26 0.11
O -2.88 0.60 -6.61 -0.11
H -3.70 0.24 -0.08 0.06
C 2.85 -0.50 0.61 -0.16
C 6.77 0.93 4.38 -0.10
H -2.05 -0.32 -5.01 0.04
H -11.39 -1.88 0.55 0.10
C 6.02 7.00 6.14 -0.19
C 4.05 7.02 1.55 -0.12
C 3.47 0.87 0.91 -0.22
H -1.75 -5.20 4.81 0.09
H -4.89 2.97 2.62 0.11
H 8.26 6.72 6.12 0.11
C 6.03 0.15 -2.08 -0.13
C 3.73 4.68 1.04 -0.20
H 2.81 -5.95 -0.76 0.07
H -4.90 1.30 0.73 0.08
H 0.87 -2.98 -8.06 0.12
C 4.88 2.24 7.75 -0.42
H -3.29 -2.59 1.30 0.07
H 6.66 1.28 7.06 0.10
C 5.93 -3.03 0.80 -0.17
H 6.49 -3.59 1.54 0.08
O 2.86 1.51 1.96 -0.21
H -5.78 -5.63 -8.85 0.09
C -12.28 0.05 -3.27 -0.14
H 6.44 -1.18 0.39 0.01
H -6.08 0.54 4.59 0.11
H -1.93 -7.04 -0.84 0.11
C 7.21 -0.45 8.74 -0.06
C -1.09 0.34 3.34 -0.14
H 8.22 4.09 -1.12 0.12
H -3.56 -2.04 -5.31 0.05
H -5.84 -1.66 3.70 0.12
H -3.51 -5.04 -1.96 0.07
H -0.21 -3.86 4.38 0.07
H -0.12 0.51 -2.20 0.06
C 4.86 8.44 4.52 -0.10
H -5.51 5.88 3.60 0.08
H 7.58 -0.66 7.73 0.07
O -0.69 -2.79 -6.65 -0.22
H -0.33 -1.67 3.25 0.09
H 7.79 5.32 4.04 0.14
H 7.50 6.31 7.57 0.11
C 5.06 4.16 1.63 -0.18
C 2.35 2.53 -2.92 -0.04
C -0.20 -2.78 -7.97 -0.21
H 4.19 3.75 6.63 0.09
C 3.98 1.37 6.95 -0.07
C 2.66 -2.28 -3.11 -0.17
O -0.52 2.95 7.49 -0.11
H 4.88 -3.30 0.79 0.05
H 6.93 6.70 -3.18 0.09
H 6.40 0.81 -2.86 0.08
C -4.65 2.75 3.66 -0.18
H -12.84 -0.93 -0.90 0.12
H 3.56 0.52 7.49 0.08
O -1.02 -5.99 -3.83 -0.12
H -0.96 6.13 -2.81 0.09
C 0.93 -1.86 0.11 -0.15
H 5.57 3.08 6.15 0.04
H 5.37 4.80 2.46 0.09
H -2.06 0.06 2.92 0.09
H 0.10 -0.93 -6.02 0.07
H -3.53 -8.67 0.00 0.07
H 0.74 -5.56 0.73 0.01
O 6.22 -1.71 1.16 -0.14
H -4.67 -1.73 -0.46 0.06
C -10.92 -1.81 -0.43 -0.22
H -4.30 -1.29 4.44 0.12
N -1.77 -0.97 -8.81 -0.04
H 2.51 3.61 -2.94 0.08
H 2.93 4.46 1.74 0.11
H 6.06 0.20 4.78 0.08
O -1.53 -5.34 3.88 -0.13
C -2.59 -8.51 0.53 -0.03
H 1.54 -2.45 -0.58 0.09
H -2.54 3.23 3.82 0.09
H 1.17 -2.29 -5.62 0.09
C -3.48 3.66 4.19 -0.18
H -0.87 -3.04 -0.36 0.10
O 6.48 2.29 4.71 -0.25
C 0.12 2.04 6.61 -0.16
H 5.11 9.33 5.10 0.08
H -2.44 -2.69 -2.17 0.06
C 0.99 2.15 -2.37 -0.43
H -5.55 2.90 4.26 0.11
O 3.85 6.01 0.61 -0.18
C -11.79 -0.71 -1.10 -0.19
H 6.91 -1.44 9.10 0.09
H 3.36 1.53 0.05 0.11
C -0.53 2.13 1.68 -0.14
C -4.26 -2.86 -5.17 -0.04
H 5.00 0.44 -1.86 0.06
H -2.82 -4.88 0.37 0.10
N 1.44 -0.48 0.22 -0.06
C -4.16 -5.87 -1.70 -0.12
H 4.20 1.51 3.61 0.07
N 5.08 3.41 6.97 0.04
H 3.39 4.16 0.15 0.11
H -1.11 1.04 -5.59 0.08
H 4.44 2.48 8.72 0.14
C -4.07 -3.84 -7.55 -0.21
H -1.94 0.99 -12.46 0.07
C -0.16 2.90 -3.03 -0.21
```

Summary:
Frontier orbital gap = 8.4 eV
2S+1 = 1
ΔE to the lowest compared entry with this formula, charge and spin = 0.0 kcal per mole
Molecular weight = 1545.2 g mol⁻¹

---

# C66H44I4N7OTaTe

C66H44I4N7OTaTe as an isolated structure (ωB97M-V with the def2-TZVPD basis set, the Open Molecules 2025 dataset).

```
124
Properties=species:S:1:pos:R:3:lowdin_charge:R:1
C 0.22 -4.98 -0.61 -0.03
C 1.84 3.88 -2.35 -0.01
C 1.54 -6.97 -0.40 -0.05
C 1.91 -1.34 -7.50 -0.06
H 2.50 -1.83 -8.25 0.11
H 4.40 -1.39 -1.07 0.08
Ta -0.29 -0.20 -0.16 1.82
C 3.15 3.71 -1.93 -0.01
H 4.53 2.30 -1.09 0.12
H 0.68 4.84 1.39 0.13
C -3.34 -0.65 -1.79 -0.13
H -3.99 -3.65 1.64 0.13
N 2.31 -1.99 -0.31 0.12
Te -0.42 -0.96 -2.95 1.61
C -4.41 -0.36 -4.04 -0.03
C -1.39 -2.72 2.15 -0.05
C 3.52 2.48 -1.40 0.01
H -0.56 -6.96 -0.82 0.11
C -5.03 -0.88 -5.17 -0.12
C -1.66 6.89 -1.17 -0.13
C 1.88 -1.75 3.21 0.04
C 0.92 -0.43 -7.87 -0.06
H 2.55 3.35 2.59 0.13
C -2.41 -4.74 5.16 -0.13
C -2.90 0.68 -1.71 -0.29
C -4.06 -1.18 -2.96 -0.17
H 3.87 4.50 -2.03 0.13
H -2.10 -2.67 4.75 0.13
C 2.91 0.13 -0.84 -0.26
H -2.04 4.78 2.03 0.13
H 4.36 1.68 1.46 0.10
C -1.17 3.31 -0.05 -0.08
C 1.35 -1.01 -5.19 -0.30
H 1.61 -8.05 -0.42 0.11
H 4.87 0.20 -1.71 0.09
C 1.47 -0.65 2.39 -0.22
O 0.06 -2.23 -0.51 -0.36
C -1.97 2.46 -0.80 -0.22
C -1.75 -3.88 3.01 -0.22
H -2.67 -4.58 6.19 0.10
C -0.45 0.54 -4.46 -0.33
N 0.25 -0.93 1.79 0.00
N -2.10 -1.28 0.26 -0.01
H -1.07 5.08 -2.12 0.11
N 1.28 1.65 -1.67 0.07
C 1.26 -2.74 -0.39 -0.43
N 1.94 -0.66 -0.51 -0.07
H 4.48 0.77 6.30 0.10
C 1.74 3.02 1.97 0.04
H -5.29 -0.21 -5.98 0.10
I 7.28 1.95 5.70 0.94
I -2.50 9.52 0.06 0.94
C 2.67 -6.21 -0.17 -0.05
H 0.02 1.44 -4.07 0.04
C -4.89 -3.08 -4.23 -0.12
I -6.22 -3.01 -6.94 0.96
H -3.91 -3.25 -2.37 0.11
C 5.58 1.49 4.61 -0.74
C 3.33 0.65 4.51 -0.02
H 2.81 -1.80 3.75 0.12
C -4.27 -2.55 -3.11 -0.03
C -2.21 6.72 1.17 -0.12
C 1.36 -4.21 -0.38 -0.14
H -4.51 1.79 -2.77 0.12
H -1.48 -5.34 1.46 0.10
H 3.62 -6.69 0.00 0.11
H -4.98 -2.67 -0.64 0.13
C -0.10 2.88 0.70 -0.22
H 6.40 2.18 2.75 0.10
C 3.29 0.88 3.13 -0.19
C 2.59 -4.83 -0.16 -0.01
H 4.84 -0.10 0.03 0.09
H -2.55 7.18 2.08 0.10
C 0.36 -0.10 -5.55 -0.30
H -0.73 -4.49 -0.78 0.11
H 2.21 -0.59 -3.23 0.05
C 4.34 -0.32 -0.92 0.01
C -2.09 -3.67 4.34 -0.02
H 0.80 -3.57 3.74 0.13
C 2.07 0.60 2.34 -0.06
C -3.07 2.90 -1.59 0.04
H -3.42 3.91 -1.64 0.13
C 0.79 3.77 1.37 0.04
C -2.30 -2.27 1.21 -0.19
H -1.57 7.48 -2.07 0.10
H -1.48 0.76 -4.74 0.06
C 4.40 1.45 2.52 -0.04
I -2.86 -7.64 5.86 0.93
C -0.14 -2.14 2.34 -0.21
H 3.47 -4.22 0.01 0.11
C 5.54 1.75 3.24 -0.13
C 0.87 -2.65 3.21 0.06
C 1.43 1.65 1.71 -0.22
H -4.19 0.70 -4.05 0.09
C 0.31 -6.36 -0.63 -0.06
H 1.51 4.81 -2.79 0.12
C 0.15 0.18 -6.90 -0.03
C -3.61 1.81 -2.19 0.02
H -2.04 -7.25 2.91 0.10
H -0.07 2.93 -2.53 0.10
H 1.85 -2.32 -3.50 0.08
C 2.56 1.48 -1.29 -0.24
H -0.63 0.88 -7.18 0.12
C 4.47 0.95 5.24 -0.12
N -1.87 1.08 -0.87 -0.05
C -1.38 5.53 -1.19 -0.04
C -3.55 -2.91 0.99 0.05
C -1.74 -5.17 2.49 -0.02
C -2.39 -6.03 4.64 -0.74
C 1.54 -1.30 -3.72 -0.33
C -2.06 -6.25 3.31 -0.13
C -1.92 5.37 1.14 -0.02
C -3.14 -1.43 -0.64 -0.23
N 0.31 1.56 0.89 -0.02
C 0.95 2.83 -2.20 -0.13
C -4.05 -2.43 -0.18 0.02
C -5.29 -2.24 -5.26 -0.74
H 2.87 -2.35 -5.88 0.12
C -2.08 7.49 0.01 -0.74
C 2.12 -1.63 -6.16 -0.02
C -1.50 4.76 -0.04 -0.21
H 0.75 -0.21 -8.91 0.11
H 2.47 0.24 5.01 0.13
H -5.03 -4.15 -4.30 0.10
```

Summary:
Frontier orbital gap = 5.3 eV
2S+1 = 1
ΔE to the lowest compared entry with this formula, charge and spin = 0.0 kcal per mole
Charge = +2
Molecular weight = 1767.3 g mol⁻¹

---

Q: Number 2 is which compound?
A: C66H44I4N7OTaTe

---

Q: Among the records above, which one has the highest frontier orbital gap?
A: C66H181N11O26

---

Q: Look up the frontier orbital gap of the second one.
A: 5.3 eV